[1]
{
  "formula": "C25H27FNbO10S2",
  "method": "wB97M-V/def2-TZVPD",
  "e_tot_ha": -2674.27593,
  "charge": -1,
  "lumo_ev": 0.0081,
  "max_force_ev_per_a": 3.0,
  "gap_ev": 5.019,
  "elements": ["C", "C", "C", "O", "C", "O", "C", "S", "Nb", "F", "O", "C", "O", "C", "S", "H", "H", "H", "H", "H", "H", "H", "H", "H", "H", "H", "H", "H", "H", "H", "C", "C", "C", "O", "C", "C", "C", "O", "H", "H", "H", "H", "C", "C", "C", "O", "C", "C", "C", "O", "H", "H", "H", "H", "C", "C", "C", "O", "C", "C", "C", "O", "H", "H", "H", "H"],
  "positions_angstrom": [[0.25276, -2.50323, 1.09425], [0.48313, -2.02426, -0.31697], [-0.58435, -2.62548, -1.21085], [-1.87897, -2.17049, -0.85675], [-2.48533, -1.31601, -1.72326], [-2.89139, -1.72388, -2.78868], [-2.67320, 0.11313, -1.34875], [-3.57472, 0.50311, 0.20261], [-4.80486, -1.39646, 1.19864], [-5.72793, -2.88082, 2.05786], [0.37957, -0.61226, -0.45212], [0.99659, 0.10417, 0.51579], [2.18412, 0.29778, 0.51824], [0.09215, 0.64533, 1.57878], [0.46070, 2.40728, 1.81381], [0.38902, -3.57215, 1.08614], [0.96333, -2.11269, 1.80409], [-0.76914, -2.31983, 1.38602], [1.42616, -2.39514, -0.69595], [-0.39595, -2.45115, -2.26036], [-0.57744, -3.69171, -1.05307], [-3.20629, 0.55946, -2.16424], [-1.73351, 0.62365, -1.27074], [-4.98120, -2.12407, -0.47797], [-3.23518, -2.27797, 1.61679], [-4.58429, -0.52988, 2.82241], [-6.39918, -0.48663, 1.15923], [-0.94592, 0.53845, 1.32381], [0.29137, 0.11755, 2.49190], [-0.72427, 2.94186, 1.51515], [7.57299, -0.13338, -0.79721], [7.76616, 1.13183, -1.15479], [6.66143, 2.12501, -1.10201], [6.84484, 3.27701, -1.43187], [5.33720, 1.65072, -0.63339], [5.13867, 0.38441, -0.27433], [6.24359, -0.60605, -0.32819], [6.07513, -1.76104, -0.00211], [8.36284, -0.87352, -0.82831], [8.72482, 1.49922, -1.49856], [4.54534, 2.38916, -0.60108], [4.16970, 0.03258, 0.06859], [-8.07376, -1.73608, -4.63540], [-7.95534, -2.08771, -5.91200], [-6.62312, -2.30529, -6.53113], [-6.52240, -2.62476, -7.69880], [-5.43043, -2.11832, -5.67273], [-5.54219, -1.76555, -4.39396], [-6.87531, -1.54534, -3.77369], [-6.97831, -1.22758, -2.61485], [-9.03420, -1.57197, -4.16309], [-8.81257, -2.23168, -6.55776], [-4.47062, -2.28600, -6.14460], [-4.68245, -1.62820, -3.74777], [3.23335, 2.94770, 4.27160], [4.56011, 2.94161, 4.16889], [5.41411, 3.68924, 5.12327], [6.62273, 3.68498, 5.02949], [4.73264, 4.44673, 6.20323], [3.40784, 4.45515, 6.30960], [2.55015, 3.70549, 5.35319], [1.34634, 3.71553, 5.45959], [2.60196, 2.40704, 3.57682], [5.07729, 2.39638, 3.38940], [5.37482, 4.98450, 6.88922], [2.89091, 5.00051, 7.08891]],
  "forces_ev_per_a": [[0.055, -0.183, -0.190], [-0.705, -0.697, -0.180], [-0.228, -0.075, -0.101], [0.162, 0.791, 0.390], [-0.615, -0.640, -0.850], [0.635, 0.037, 0.288], [-0.644, 0.032, 0.637], [0.193, -0.324, 0.180], [-1.455, -2.591, 0.136], [0.713, 1.074, -0.975], [0.003, 0.346, -0.041], [0.439, 0.105, 0.071], [-0.205, -0.186, -0.032], [-0.113, 0.785, -0.481], [0.349, 0.323, 0.178], [0.076, -0.502, 0.068], [0.219, 0.294, 0.297], [-0.372, 0.274, 0.298], [0.591, 0.165, -0.096], [0.101, 0.216, -0.372], [0.069, -0.497, 0.006], [-0.351, 0.202, -0.413], [0.707, 0.011, 0.081], [0.430, 0.360, -0.552], [0.065, 0.434, 0.933], [0.388, 0.601, -0.412], [0.178, 0.348, 0.853], [-0.519, -0.215, -0.089], [0.079, -0.265, 0.492], [-0.247, -0.241, -0.033], [0.016, 0.002, -0.006], [0.015, -0.016, -0.001], [-0.041, -0.037, 0.019], [0.030, 0.073, -0.027], [0.014, 0.008, 0.004], [-0.047, -0.076, 0.065], [-0.022, 0.084, -0.017], [0.012, -0.087, 0.016], [-0.028, -0.027, 0.015], [-0.013, 0.041, -0.005], [0.003, 0.001, -0.005], [0.217, 0.013, -0.091], [-0.037, -0.012, -0.020], [-0.024, 0.010, 0.022], [0.092, 0.008, 0.063], [-0.034, -0.020, -0.093], [-0.082, 0.011, -0.002], [-0.003, 0.015, -0.003], [0.143, -0.094, -0.158], [-0.190, 0.142, 0.149], [0.010, 0.005, 0.035], [0.020, -0.010, -0.035], [0.001, -0.010, -0.018], [-0.088, -0.013, -0.031], [0.069, -0.066, -0.032], [-0.024, 0.011, 0.008], [-0.041, -0.010, -0.020], [0.084, 0.000, 0.004], [-0.014, 0.019, 0.025], [0.041, 0.008, -0.003], [0.097, -0.021, -0.039], [-0.131, 0.007, 0.037], [-0.053, 0.076, 0.083], [0.023, 0.006, 0.004], [0.033, -0.011, -0.018], [-0.043, -0.012, -0.013]],
  "mulliken_charge": [-1.51, 0.59, -1.00, -0.11, 0.55, -0.74, -0.47, -0.39, -0.36, -0.60, -0.25, 0.25, -0.65, 0.17, -0.22, 0.50, 0.37, 0.32, 0.23, 0.39, 0.44, 0.46, 0.22, 0.16, 0.07, 0.04, 0.03, -0.03, 0.28, 0.13, -0.39, -0.42, 0.28, -0.55, -0.39, -0.20, 0.29, -0.56, 0.41, 0.40, 0.49, 0.76, -0.44, -0.38, 0.36, -0.58, -0.42, -0.26, 0.22, -0.47, 0.42, 0.39, 0.43, 0.76, 0.01, -0.46, 0.35, -0.55, -0.38, -0.38, 0.28, -0.51, 0.30, 0.51, 0.40, 0.41]
}

=====

[2]
{
  "formula": "C2H3N3O2",
  "method": "wB97M-V/def2-TZVPD",
  "e_above_lowest_ev": 2.8921,
  "e_tot_ha": -392.68726,
  "lumo_ev": 0.8031,
  "max_force_ev_per_a": 5.5,
  "gap_ev": 9.886,
  "smiles": "O=c1[nH]ncn1O",
  "elements": ["O", "C", "N", "N", "C", "N", "O", "H", "H", "H"],
  "positions_angstrom": [[-0.55653, -1.62896, -0.88976], [-0.46183, -0.56779, -0.26850], [-1.30750, 0.08429, 0.52211], [-0.81253, 1.21462, 1.08813], [0.42127, 1.27140, 0.55907], [0.68963, 0.15709, -0.06762], [1.81764, -0.26177, -0.75962], [-2.19792, -0.32010, 0.79726], [0.99659, 2.10875, 1.00753], [1.36850, -1.07642, -1.15148]],
  "forces_ev_per_a": [[0.457, 0.772, -0.044], [0.182, -1.633, 0.514], [-2.082, -0.503, 0.515], [1.556, 0.269, -1.463], [-1.839, 2.940, 4.274], [1.373, -1.201, -2.367], [-1.279, -0.574, -0.093], [0.271, 0.511, -0.133], [0.341, -1.085, -1.191], [1.021, 0.504, -0.014]],
  "mulliken_charge": [-0.69, 0.36, 0.20, -0.64, -0.03, 0.22, -0.41, 0.26, 0.37, 0.37]
}